DFT (the ωB97M-V functional and the def2-TZVPD basis) results for a 10-piece molecular cluster, C48H126N10O14 overall at a distorted geometry.

Last column: Löwdin charge in e.
CARTESIAN COORDINATES (ANGSTROEM)
C: 4.01262 0.59051 -0.81403  -0.05
O: 3.77968 0.62172 -2.28439  -0.17
C: 3.85334 1.96503 -2.72818  -0.23
C: 4.31081 1.96764 -4.18609  -0.45
C: 4.67818 3.34355 -4.77906  -0.04
N: 3.20476 1.52090 -4.93394  0.04
H: 3.37903 1.21958 -0.18879  0.08
H: 5.04168 0.85550 -0.57127  0.09
H: 3.89927 -0.42799 -0.44269  0.07
H: 2.92106 2.52973 -2.71952  0.11
H: 4.54805 2.57946 -2.15551  0.12
H: 5.13674 1.25674 -4.20963  0.14
H: 3.81894 4.01192 -4.72355  0.06
H: 4.96129 3.14443 -5.81265  0.08
H: 5.53736 3.83874 -4.32663  0.08
H: 3.54841 1.28945 -5.85505  0.10
H: 2.95572 0.64688 -4.49330  0.07
C: -1.94296 6.69421 -4.56831  -0.11
O: -0.76217 5.98860 -4.18148  -0.21
C: -0.97972 4.59974 -4.42557  -0.17
C: 0.42537 3.86982 -4.66639  -0.42
C: 1.20571 4.47759 -5.81285  -0.07
N: 0.30231 2.44273 -4.87416  0.04
H: -2.09556 6.52277 -5.63387  0.09
H: -1.63562 7.72880 -4.41580  0.09
H: -2.86141 6.59384 -3.98996  0.07
H: -1.45460 4.13040 -3.56398  0.09
H: -1.62280 4.36545 -5.27390  0.11
H: 1.02186 4.01354 -3.76547  0.11
H: 2.13789 3.94400 -5.99839  0.04
H: 1.48252 5.51543 -5.62752  0.08
H: 0.72338 4.41887 -6.78857  0.08
H: 1.27583 2.17441 -4.85515  0.01
H: -0.09439 2.02692 -4.04360  0.00
C: -4.58080 0.67527 1.38728  -0.08
O: -4.00700 1.92520 0.87058  -0.21
C: -4.39284 2.13365 -0.48761  -0.16
C: -3.76060 3.54741 -0.96995  -0.37
C: -4.28878 3.98322 -2.27575  -0.07
N: -2.31802 3.41004 -1.17884  0.04
H: -4.33078 0.39099 2.40942  0.08
H: -4.35249 -0.15102 0.71407  0.07
H: -5.66292 0.71561 1.26281  0.08
H: -4.03135 1.36576 -1.17154  0.11
H: -5.47921 2.10584 -0.57195  0.11
H: -3.93527 4.27094 -0.17365  0.13
H: -3.97350 4.99555 -2.52852  0.07
H: -5.37162 3.88208 -2.34870  0.08
H: -3.96142 3.41507 -3.14647  0.05
H: -1.93262 4.34353 -1.16636  0.02
H: -1.88752 3.07376 -0.32932  0.04
C: -0.98960 1.43405 1.74622  -0.08
O: 0.27045 1.27060 1.07973  -0.19
C: 0.31629 1.61479 -0.32344  -0.13
C: -0.59741 0.69809 -1.23659  -0.39
C: -0.07009 -0.70482 -1.45672  -0.05
N: -0.81786 1.35717 -2.50458  0.05
H: -1.67818 0.68570 1.35388  0.07
H: -1.38998 2.43386 1.57831  0.07
H: -0.92247 1.21490 2.81185  0.06
H: 0.07842 2.67762 -0.36705  0.08
H: 1.29934 1.50187 -0.78055  0.10
H: -1.57859 0.65289 -0.76400  0.11
H: -0.72210 -1.32300 -2.07384  0.04
H: 0.12576 -1.34144 -0.59390  0.06
H: 0.85839 -0.61872 -2.02116  0.07
H: -1.38124 2.15793 -2.25658  0.03
H: -1.49557 0.76255 -2.95983  0.04
C: -3.21857 2.84929 4.34044  -0.11
O: -2.71165 4.11032 3.95559  -0.17
C: -1.97460 4.67638 5.04037  -0.17
C: -1.48728 6.07791 4.63179  -0.49
C: -0.53379 6.67935 5.60871  -0.07
N: -2.50313 7.02919 4.41229  0.04
H: -3.54952 2.78665 5.37709  0.09
H: -2.49917 2.03806 4.22883  0.07
H: -4.03241 2.51200 3.69856  0.08
H: -2.64377 4.72445 5.89944  0.13
H: -1.10025 4.07427 5.28753  0.13
H: -1.01571 5.90935 3.66365  0.10
H: -0.29635 7.73475 5.47508  0.08
H: 0.43115 6.17481 5.65810  0.08
H: -0.85058 6.59347 6.64812  0.08
H: -2.16290 7.79236 3.84490  0.08
H: -3.13655 6.55691 3.78315  0.07
C: 3.22439 5.23410 -1.08354  -0.12
O: 2.16235 5.91398 -0.46722  -0.18
C: 0.87043 5.73500 -1.13289  -0.15
C: -0.26988 6.32409 -0.35941  -0.42
C: -0.50626 5.68702 1.01524  -0.04
N: -1.47290 6.17936 -1.12115  0.05
H: 3.18085 4.14965 -0.98261  0.06
H: 4.16572 5.44141 -0.57460  0.09
H: 3.26356 5.36379 -2.16509  0.08
H: 1.06635 6.27021 -2.06201  0.13
H: 0.69630 4.66445 -1.24111  0.11
H: -0.05009 7.36132 -0.10654  0.14
H: 0.28973 5.88316 1.73359  0.09
H: -0.62064 4.60388 0.97237  0.06
H: -1.47887 5.99359 1.40015  0.07
H: -2.30687 6.58913 -0.72531  0.10
H: -1.37937 6.67635 -1.99542  0.07
C: 2.14537 -2.71927 -3.98441  -0.13
O: 1.94638 -2.87826 -5.35004  -0.17
C: 1.29102 -1.80970 -6.01256  -0.19
C: -0.25569 -1.96301 -5.95222  -0.19
N: -0.94382 -1.51902 -4.72283  -0.04
C: -2.41926 -1.68432 -4.92340  -0.16
C: -3.26747 -0.76555 -3.93726  -0.21
O: -2.93893 0.55753 -4.05891  -0.24
C: -3.66098 1.33809 -5.03601  -0.06
H: 2.73745 -3.57295 -3.65460  0.08
H: 1.26817 -2.62982 -3.34363  0.07
H: 2.76733 -1.86539 -3.71579  0.08
H: 1.62306 -1.99850 -7.03344  0.12
H: 1.55046 -0.77677 -5.78052  0.10
H: -0.40744 -3.01421 -6.19729  0.12
H: -0.77030 -1.44434 -6.76109  0.10
H: -0.82473 -0.51711 -4.67712  0.08
H: -2.68707 -2.74029 -4.88742  0.11
H: -2.62992 -1.33652 -5.93472  0.09
H: -3.07208 -1.01291 -2.89383  0.10
H: -4.31490 -0.88265 -4.21526  0.12
H: -4.74585 1.23669 -5.06532  0.09
H: -3.38982 1.07749 -6.05907  0.09
H: -3.47352 2.40296 -4.89807  0.07
C: 2.02069 -1.83541 2.17939  -0.10
O: 2.77835 -2.73990 1.44695  -0.21
C: 2.44474 -3.04976 0.12470  -0.24
C: 3.54679 -3.84933 -0.52820  -0.18
N: 3.54162 -5.15711 0.21704  -0.04
C: 4.82902 -5.81679 -0.17788  -0.20
C: 4.87745 -7.26439 0.38971  -0.22
O: 6.26306 -7.65797 0.42095  -0.19
C: 6.36525 -8.90962 1.06592  -0.14
H: 2.59493 -1.62429 3.08149  0.08
H: 1.07871 -2.35533 2.35392  0.08
H: 1.78499 -0.98021 1.54601  0.08
H: 2.28791 -2.09578 -0.37873  0.09
H: 1.44901 -3.49314 0.13144  0.12
H: 4.50211 -3.32682 -0.57756  0.12
H: 3.27829 -4.00643 -1.57287  0.10
H: 3.53315 -5.06557 1.22285  0.10
H: 5.61357 -5.29932 0.37422  0.11
H: 5.07571 -5.89308 -1.23685  0.12
H: 4.28291 -7.87973 -0.28555  0.12
H: 4.46485 -7.23748 1.39824  0.11
H: 6.09721 -8.76122 2.11198  0.08
H: 7.40947 -9.22123 1.04155  0.08
H: 5.81587 -9.76023 0.66249  0.08
C: -2.53012 -3.14120 -0.88882  -0.09
O: -2.64731 -3.69286 0.39447  -0.16
C: -1.89553 -3.06623 1.33355  -0.25
C: -1.72498 -4.05815 2.53316  -0.20
N: -1.00782 -5.28391 2.16659  -0.05
C: -1.20212 -6.41455 3.10111  -0.17
C: -0.51861 -7.68498 2.58450  -0.24
O: -1.36339 -8.33110 1.68791  -0.16
C: -1.02214 -9.68342 1.64900  -0.14
H: -2.82328 -2.09148 -0.87307  0.07
H: -3.01426 -3.69845 -1.69080  0.10
H: -1.47816 -3.17166 -1.17266  0.08
H: -2.41081 -2.21803 1.78427  0.12
H: -0.85453 -2.80584 1.14216  0.10
H: -2.70198 -4.32759 2.93438  0.11
H: -1.31164 -3.55740 3.40867  0.10
H: -1.43390 -5.60209 1.30791  0.10
H: -2.28445 -6.54220 3.12052  0.12
H: -0.84691 -6.08530 4.07759  0.10
H: -0.28430 -8.32659 3.43393  0.11
H: 0.43538 -7.47541 2.10068  0.13
H: -0.03282 -9.91736 1.25578  0.09
H: -1.75793 -10.20224 1.03456  0.09
H: -1.04813 -10.20779 2.60423  0.08
C: 0.80387 0.03434 4.89863  -0.13
O: 0.99591 -0.12523 6.26729  -0.18
C: 2.10830 -0.93140 6.66481  -0.18
C: 1.82551 -2.46606 6.39559  -0.20
N: 0.48913 -2.94814 6.74863  -0.07
C: 0.24607 -4.26323 6.17775  -0.22
C: -1.13392 -4.67963 6.63151  -0.23
O: -2.23499 -3.91783 6.12214  -0.18
C: -3.49904 -4.40357 6.54371  -0.11
H: 0.23278 0.95629 4.78931  0.08
H: 0.27952 -0.74579 4.34677  0.08
H: 1.75344 0.19797 4.38908  0.09
H: 2.24864 -0.83786 7.74168  0.11
H: 3.09607 -0.66885 6.28601  0.11
H: 2.51540 -3.12268 6.92570  0.11
H: 2.01361 -2.59961 5.33028  0.09
H: -0.24001 -2.30603 6.47268  0.10
H: 1.03339 -4.91780 6.55161  0.13
H: 0.39594 -4.16745 5.10236  0.10
H: -1.04926 -4.76944 7.71450  0.13
H: -1.27752 -5.71600 6.32585  0.10
H: -3.75311 -3.98915 7.51932  0.08
H: -3.50493 -5.47810 6.72660  0.08
H: -4.34841 -4.15870 5.90598  0.09

highest occupied orbital energy = -8.134 eV
net charge = 0
SMILES = COC[C@H](C)N.COC[C@H](C)N.COC[C@H](C)N.COC[C@H](C)N.COC[C@H](C)N.COC[C@H](C)N.COCCNCCOC.COCCNCCOC.COCCNCCOC.COCCNCCOC
relative energy (zero: lowest compared OMol25 entry of this formula, charge and spin) = 130.8 kcal/mol
HOMO-LUMO gap = 8.68 eV